Run a
DFT (ωB97M-V/def2-TZVPD) results for an isolated molecule of C6H5P.

The geometry in ORCA input format:
```
! RIJCOSX wB97M-V def2-TZVPD def2/J DEFGRID3
* xyz 0 1
H 2.81043 1.02647 -0.38075
P 3.01273 0.28382 0.67491
C 1.21660 -0.18879 0.39637
C 0.55635 -1.06261 1.24533
C -0.71209 -1.23258 1.29048
C -1.81330 -0.60568 0.57330
C -1.30319 0.22989 -0.38155
C 0.23450 0.36793 -0.56033
H -2.81519 -0.85089 0.53992
H -2.06145 0.65449 -1.14028
H 0.35465 -0.04727 -1.49969
H 0.51995 1.42522 -0.75771
*
```

lowest unoccupied orbital energy (spin up / spin down)	-0.64 / -0.81	eV
SMILES string	[H]/P=C1/C#CC=CC1
gap between HOMO and LUMO (spin up / spin down)	0.2624 / 0.2498	Eh
molar mass	108.080	u

Löwdin population analysis, charges in e, atoms 1 to 2:
1 H -0.259
2 P 0.804



Run b
DFT (ωB97M-V/def2-TZVPD) results for a 2-piece molecular cluster, C6H5P overall.

The geometry in ORCA input format:
```
! RIJCOSX wB97M-V def2-TZVPD def2/J DEFGRID3
* xyz 0 1
C 0.71180 0.36698 1.96490
C -0.50791 0.42174 1.55756
C 1.81438 0.16737 1.06780
C 1.40047 -0.19614 -0.19286
C -1.06348 0.05200 0.38647
C -0.07723 -0.33235 -0.63171
P -3.50458 0.43891 -0.34598
H 2.73586 0.59057 1.42209
H 1.93934 -0.66128 -0.98143
H -0.06358 0.39663 -1.62171
H -0.41300 -1.27771 -1.09453
H -2.97208 0.03327 -1.53061
*
```

lowest unoccupied orbital energy (spin up / spin down)	-1.78 / -1.75	eV
gap between HOMO and LUMO (spin up / spin down)	0.1825 / 0.1853	Eh
molar mass	108.080	u

Löwdin population analysis, charges in e, atoms 1 to 2:
1 C 0.041
2 C 0.009



Which structure is the most stable? The one labeled run a.



Run a
DFT (ωB97M-V/def2-TZVPD) results for an isolated molecule of CH2ClN2OP.

The geometry in ORCA input format:
```
! RIJCOSX wB97M-V def2-TZVPD def2/J DEFGRID3
* xyz 0 1
C 0.91324 -0.45753 0.51685
N 0.78707 0.69717 -0.30723
N -0.22691 0.75357 -0.91357
O 0.04242 -1.34667 0.47095
P -1.56538 -0.05682 -1.33477
Cl -2.94006 0.93411 -0.31584
H 2.04171 -0.76141 0.55476
H 0.94791 0.23757 1.32885
*
```

lowest unoccupied orbital energy (spin up / spin down)	-1.56 / -1.56	eV
gap between HOMO and LUMO (spin up / spin down)	0.2718 / 0.2718	Eh
molar mass	124.467	u

Löwdin population analysis, charges in e, atoms 1 to 2:
1 C -0.586
2 N 0.017



Run b
DFT (ωB97M-V/def2-TZVPD) results for a 2-piece molecular cluster, CH2ClN2OP overall.

The geometry in ORCA input format:
```
! RIJCOSX wB97M-V def2-TZVPD def2/J DEFGRID3
* xyz 0 1
C 0.76224 0.53825 0.36830
N 0.14120 1.69706 0.20253
N -0.20716 2.65774 -0.23610
O 3.01494 -1.37614 -1.28727
P 1.58885 -0.99856 -1.50738
Cl 1.78106 0.73863 -2.69439
H 1.47784 0.59731 1.24098
H 0.05017 -0.21369 0.26918
*
```

lowest unoccupied orbital energy	-0.72	eV
gap between HOMO and LUMO	0.3221	Eh
molar mass	124.467	u

Löwdin population analysis, charges in e, atoms 1 to 2:
1 C -0.223
2 N -0.162



Which structure is the most stable? The one labeled run b.



Run a
DFT (ωB97M-V/def2-TZVPD) results for a 2-piece molecular cluster, C6H11NO overall.

The geometry in ORCA input format:
```
! RIJCOSX wB97M-V def2-TZVPD def2/J DEFGRID3
* xyz -1 2
C 0.00719 2.57948 0.79768
C 1.19834 2.18047 1.36130
N 1.66665 1.13742 0.62085
C 0.79712 0.84175 -0.39461
C -0.24244 1.74171 -0.31174
C -1.44784 1.80034 -1.19505
C 1.03563 -0.22729 -1.39118
H -0.59062 3.34434 1.26457
H 1.69668 2.49507 2.25948
H 2.49494 0.59095 0.80018
H -1.95534 0.84725 -1.30871
H -2.19019 2.48436 -0.76219
H -1.27763 2.25131 -2.17816
H 0.08445 -0.47406 -1.87366
H 1.36542 -1.18272 -0.97383
H 1.75796 0.03250 -2.15713
H -1.73217 -6.16256 2.16905
H -0.93107 -7.18525 1.37462
O -1.73709 -7.09507 1.89854
*
```

lowest unoccupied orbital energy (spin up / spin down)	3.41 / 3.51	eV
gap between HOMO and LUMO (spin up / spin down)	0.0808 / 0.3094	Eh
molar mass	113.160	u

Löwdin population analysis, charges in e, atoms 1 to 2:
1 C -0.092
2 C -0.196



Run b
DFT (ωB97M-V/def2-TZVPD) results for an isolated ion of composition C6H11NO and charge -1.

The geometry in ORCA input format:
```
! RIJCOSX wB97M-V def2-TZVPD def2/J DEFGRID3
* xyz -1 2
C -2.03242 -0.41592 0.54211
N -2.07750 0.43601 -0.49062
C -1.08408 0.21200 -1.52147
C 0.33718 0.64025 -1.07760
C 1.29498 -0.47863 -0.57157
C 2.55204 0.08163 -0.04799
C 2.75430 0.03759 1.41868
O -2.37480 -0.20472 1.73086
H -1.75842 -1.46400 0.27032
H -1.41812 0.84387 -2.39655
H -1.10236 -0.84731 -1.88062
H 0.22994 1.27921 -0.25169
H 0.92190 1.15866 -1.88985
H 0.62345 -1.01014 0.23012
H 1.22838 -1.17266 -1.49603
H 3.42467 -0.30960 -0.58621
H 2.68869 -0.98346 1.10802
H 2.03361 0.37765 2.07545
H 3.73718 0.25201 1.95150
*
```

lowest unoccupied orbital energy (spin up / spin down)	3.68 / 3.45	eV
gap between HOMO and LUMO (spin up / spin down)	0.2431 / 0.2353	Eh
molar mass	113.160	u

Löwdin population analysis, charges in e, atoms 1 to 2:
1 C -0.572
2 N -0.069



Which structure is the most stable? The one labeled run a.